No. 1
Here is a molecular structure, C6H14IrO4 from OMol25. Energies are from ωB97M-V/def2-TZVPD.

Cartesian coordinates (Å):
C -0.882 0.548 -2.611
H -1.649 -0.180 -2.934
H -1.391 1.493 -2.872
H 0.034 0.694 -3.213
O 0.738 -1.539 -2.442
C -0.081 -2.229 -1.556
H -1.154 -2.110 -1.758
H 0.156 -1.991 -3.199
H 0.174 -3.276 -1.351
C -0.761 2.646 1.515
O -0.996 2.441 0.169
C 0.374 1.758 2.016
O 0.096 0.456 1.508
C 1.101 -0.528 1.657
C 0.602 -1.768 0.947
O -0.020 -1.366 -0.254
Ir -0.567 0.641 -0.464
H -1.661 2.420 2.127
H -0.485 3.694 1.750
H 0.437 1.725 3.115
H 1.344 2.096 1.611
H 1.289 -0.739 2.721
H 2.040 -0.170 1.202
H -0.177 -2.258 1.555
H 1.439 -2.457 0.761

LUMO energy (spin up / spin down) = -2.609 / -5.616 eV
charge = +1
Kohn-Sham gap (spin up / spin down) = 0.2984 / 0.3044 Ha
spin multiplicity = 5

***

No. 2
Here is a molecular structure, C6H14KO3 from OMol25. Energies are from ωB97M-V/def2-TZVPD.

Cartesian coordinates (Å):
H 0.918 1.433 3.719
C 0.236 4.414 5.034
O -0.431 3.261 4.518
C -0.098 2.042 4.959
C -1.255 1.138 4.614
O -1.393 1.187 3.234
C 0.601 0.822 2.248
C 1.042 1.687 1.095
O 0.487 2.981 1.215
C 0.970 3.931 0.290
K -1.616 3.204 2.252
H 1.226 4.481 4.567
H -0.372 5.282 4.762
H 0.298 4.335 6.127
H 0.224 1.998 6.009
H -2.089 1.350 5.314
H -0.908 0.130 4.938
H 0.935 -0.157 1.834
H 0.290 0.163 3.048
H 0.683 1.243 0.150
H 2.140 1.759 1.036
H 0.168 4.661 0.130
H 1.845 4.439 0.726
H 1.234 3.461 -0.670

LUMO energy (spin up / spin down) = -4.882 / -4.842 eV
charge = +1
Kohn-Sham gap (spin up / spin down) = 0.2377 / 0.2622 Ha
energy above the lowest of the compared OMol25 structures with the same formula, charge and spin = 205.9 kcal/mol

***

No. 3
Here is a molecular structure, C6H14MnO3 from OMol25. Energies are from ωB97M-V/def2-TZVPD.

Cartesian coordinates (Å):
C -0.486 -3.270 2.021
O -0.464 -1.880 1.801
C 0.821 -1.321 1.914
C 0.742 0.158 1.647
O 0.583 0.369 0.258
C 0.107 1.652 -0.075
C 0.297 1.841 -1.558
O -0.812 1.270 -2.225
C -0.855 1.544 -3.615
Mn -1.594 -0.684 -1.478
H -1.525 -3.609 1.928
H 0.121 -3.789 1.260
H -0.120 -3.520 3.031
H 1.500 -1.803 1.186
H 1.223 -1.472 2.933
H 1.674 0.651 1.967
H -0.072 0.607 2.240
H 0.552 2.515 0.442
H -0.882 1.707 0.410
H 1.232 1.410 -1.950
H 0.360 2.918 -1.777
H -1.011 2.622 -3.770
H 0.078 1.231 -4.108
H -1.700 0.978 -4.030

LUMO energy (spin up / spin down) = 0.871 / 0.737 eV
charge = 0
Kohn-Sham gap (spin up / spin down) = 0.2136 / 0.1756 Ha
energy above the lowest of the compared OMol25 structures with the same formula, charge and spin = 61.0 kcal/mol
spin multiplicity = 6

***

No. 4
Here is a molecular structure, C6H14N2 from OMol25. Energies are from ωB97M-V/def2-TZVPD.

Cartesian coordinates (Å):
C -0.479 -0.302 0.059
C -0.928 0.895 -0.601
C -0.584 -1.559 -0.778
C -0.797 -0.574 1.513
C 2.502 -0.782 -0.213
N 1.428 0.171 0.072
C -1.318 2.100 0.090
N -1.856 3.157 -0.385
H 1.624 0.696 0.921
H -2.096 3.049 -1.374
H 1.062 0.913 -0.676
H -1.341 0.782 -1.601
H -1.033 2.177 1.143
H -0.398 -1.358 -1.832
H 0.130 -2.312 -0.435
H -1.584 -1.981 -0.685
H -0.724 0.322 2.124
H -1.814 -0.955 1.610
H -0.114 -1.329 1.908
H 2.307 -1.267 -1.167
H 2.533 -1.547 0.565
H 3.480 -0.295 -0.258

LUMO energy = 0.588 eV
charge = 0
Kohn-Sham gap = 0.2808 Ha
energy above the lowest of the compared OMol25 structures with the same formula, charge and spin = 68.2 kcal/mol

***

No. 5
Here is 2 unconnected molecules or ions with the total composition C6H14N2 from OMol25. Energies are from ωB97M-V/def2-TZVPD.

Cartesian coordinates (Å):
C -2.095 -2.092 0.725
C -1.626 -0.753 0.211
N -2.215 0.298 0.751
C -2.992 1.183 -0.062
H -1.620 -2.318 1.680
H -3.154 -2.072 0.985
H -2.058 -2.869 -0.040
H -1.420 -0.718 -0.871
H -3.259 2.065 0.524
H -2.554 1.328 -1.061
H -3.983 0.773 -0.287
C 2.105 1.148 -1.358
C 1.918 0.051 -0.317
C 2.770 0.593 1.009
N 2.309 -1.123 -0.682
H 1.726 0.807 -2.319
H 1.726 2.103 -1.000
H 3.157 1.363 -1.544
H 3.771 0.752 0.605
H 2.465 1.572 1.373
H 2.942 -0.182 1.749
H 2.088 -1.907 -0.073

LUMO energy (spin up / spin down) = 0.289 / 0.289 eV
charge = 0
Kohn-Sham gap (spin up / spin down) = 0.3301 / 0.3300 Ha
structure (SMILES) = C/C=N/C.CC(C)=N
energy above the lowest of the compared OMol25 structures with the same formula, charge and spin = 108.0 kcal/mol

***

No. 6
Here is 2 unconnected molecules or ions with the total composition C6H14N2 from OMol25. Energies are from ωB97M-V/def2-TZVPD.

Cartesian coordinates (Å):
H -1.798 0.257 2.036
N -1.685 -0.340 1.218
C -0.569 -0.918 1.125
C 0.564 -0.786 2.107
C -0.372 -1.863 -0.027
C 1.001 -1.802 -0.688
H 0.247 -0.236 2.994
H 0.915 -1.767 2.409
H 1.397 -0.258 1.651
H -0.536 -2.874 0.359
H -1.154 -1.662 -0.760
H 1.197 -0.804 -1.074
H 1.035 -2.498 -1.523
H 1.792 -2.070 0.008
H -2.068 1.060 -0.251
N -1.663 1.754 -0.884
C -0.415 1.823 -0.865
C 0.325 2.767 -1.746
H 0.230 1.214 -0.208
H -0.374 3.316 -2.369
H 1.031 2.216 -2.375
H 0.900 3.472 -1.138

LUMO energy = 0.879 eV
charge = 0
Kohn-Sham gap = 0.3722 Ha
structure (SMILES) = [H]/N=C(\C)CC.[H]/N=C/C
energy above the lowest of the compared OMol25 structures with the same formula, charge and spin = 20.6 kcal/mol

***

No. 7
Here is 2 unconnected molecules or ions with the total composition C6H14N2 from OMol25. Energies are from ωB97M-V/def2-TZVPD.

Cartesian coordinates (Å):
C 1.454 -0.147 -0.485
C -0.474 -0.512 0.298
C 1.859 1.319 -0.578
C 2.405 -0.985 0.394
C -0.908 -1.894 -0.108
C -2.711 0.427 -0.178
N -0.944 1.781 0.639
N -1.371 0.467 0.290
H 2.794 1.300 -1.004
H 2.104 1.724 0.514
H 1.108 1.841 -1.149
H 3.213 -1.329 -0.274
H 1.846 -1.812 0.697
H 2.671 -0.410 1.253
H -1.718 -2.014 -0.873
H 0.018 -2.492 -0.359
H -1.263 -2.310 0.856
H -3.076 -0.565 -0.164
H -3.370 1.075 0.319
H -2.934 0.609 -1.301
H -0.288 1.692 1.419
H -0.415 2.235 -0.207

LUMO energy (spin up / spin down) = 0.552 / 0.555 eV
charge = 0
Kohn-Sham gap (spin up / spin down) = 0.2630 / 0.2637 Ha
energy above the lowest of the compared OMol25 structures with the same formula, charge and spin = 159.5 kcal/mol

***

No. 8
Here is 2 unconnected molecules or ions with the total composition C6H14N2 from OMol25. Energies are from ωB97M-V/def2-TZVPD.

Cartesian coordinates (Å):
C -2.410 0.846 -0.847
C -1.268 0.550 -1.789
C -0.989 -0.685 -2.207
N 0.120 -1.053 -2.979
H -2.982 -0.075 -0.735
H -2.002 1.107 0.132
H -3.032 1.667 -1.198
H -0.579 1.357 -2.026
H -1.675 -1.473 -1.910
H 0.199 -2.041 -3.109
H 0.982 -0.647 -2.677
C -0.185 -1.230 2.117
N 0.167 -0.049 1.852
C 1.422 0.149 1.161
C 2.291 1.102 1.980
H 0.438 -2.064 1.782
H -1.101 -1.376 2.674
H 1.953 -0.794 0.975
H 1.177 0.644 0.218
H 3.294 1.188 1.567
H 1.831 2.091 1.998
H 2.350 0.782 3.021

LUMO energy = 0.983 eV
charge = 0
Kohn-Sham gap = 0.3304 Ha
structure (SMILES) = C/C=C/N.C=NCC
energy above the lowest of the compared OMol25 structures with the same formula, charge and spin = 38.3 kcal/mol

***

No. 9
Here is C6H14N2O in the gas phase from OMol25. Energies are from ωB97M-V/def2-TZVPD.

Cartesian coordinates (Å):
H -2.703 -1.033 0.952
N -2.120 -1.757 1.408
C -0.911 -1.587 0.990
C 0.164 -2.538 1.438
C -0.610 -0.327 -0.108
N -1.858 0.419 -0.182
C 0.599 0.390 0.429
O 1.803 -0.335 0.266
C 0.819 1.855 -0.365
C 0.863 1.779 -1.882
H -0.274 -3.410 1.933
H 0.743 -2.876 0.576
H 0.826 -2.039 2.150
H -0.405 -0.828 -1.058
H -1.926 0.939 -1.051
H -1.935 1.081 0.589
H 0.501 0.629 1.491
H 1.964 -0.488 -0.679
H 0.057 2.575 -0.051
H 1.779 2.238 0.000
H 1.406 0.898 -2.234
H -0.146 1.757 -2.307
H 1.362 2.660 -2.303

LUMO energy = 0.737 eV
charge = 0
Kohn-Sham gap = 0.3637 Ha
structure (SMILES) = [H]/N=C(/C)[C@@H](N)[C@@H](O)CC
energy above the lowest of the compared OMol25 structures with the same formula, charge and spin = 44.5 kcal/mol

***

No. 10
Here is C6H14N2O in the gas phase from OMol25. Energies are from ωB97M-V/def2-TZVPD.

Cartesian coordinates (Å):
C 1.409 0.796 1.537
C 0.494 1.330 0.435
C -0.818 0.435 0.138
C -1.672 1.107 -0.943
N -1.618 0.212 1.320
N -0.428 -0.885 -0.232
C 0.469 -1.104 -1.268
C 1.119 -2.460 -1.218
O 0.653 -0.341 -2.212
H 2.315 1.408 1.605
H 0.925 0.842 2.518
H 1.710 -0.240 1.356
H 1.100 1.484 -0.466
H 0.146 2.332 0.714
H -2.194 1.988 -0.553
H -2.425 0.416 -1.339
H -1.060 1.435 -1.789
H -2.349 0.917 1.390
H -1.062 0.299 2.165
H -0.569 -1.583 0.484
H 1.028 -2.936 -2.198
H 2.175 -2.335 -0.965
H 0.655 -3.118 -0.480

LUMO energy = 0.913 eV
charge = 0
Kohn-Sham gap = 0.3799 Ha
structure (SMILES) = CC[C@](C)(N)NC(C)=O
energy above the lowest of the compared OMol25 structures with the same formula, charge and spin = 7.7 kcal/mol

***

| no. | E (a.u.) |
| --- | --- |
| 1 | -641.77467 |
| 2 | -1062.12384 |
| 3 | -1613.51375 |
| 4 | -346.41841 |
| 5 | -346.35512 |
| 6 | -346.49435 |
| 7 | -346.27300 |
| 8 | -346.46617 |
| 9 | -421.72942 |
| 10 | -421.78801 |